Formula: C19H19ClN2OPdSTe
Source: the OMol25 dataset
Level of theory: ωB97M-V/def2-TZVPD

Each line ends with the Mulliken charge.
Element x y z (Å)
1 Pd 0.859 0.128 -0.117  0.12
2 C 4.305 0.872 -1.835  -1.10
3 C 3.385 1.493 -0.832  0.96
4 O 2.947 0.837 0.119  -0.75
5 N 3.079 2.799 -0.967  -0.14
6 C 2.071 3.425 -0.129  -0.77
7 C 0.709 3.416 -0.785  0.58
8 C -0.020 4.584 -0.945  -0.78
9 C -1.232 4.532 -1.613  -0.31
10 C -1.661 3.321 -2.123  -0.78
11 C -0.874 2.200 -1.905  -0.31
12 N 0.275 2.236 -1.233  0.13
13 H 3.867 -0.080 -2.136  0.23
14 H 5.256 0.660 -1.347  0.30
15 H 4.477 1.503 -2.706  0.37
16 H 3.365 3.270 -1.809  0.22
17 H 2.373 4.447 0.092  0.41
18 H 2.039 2.867 0.807  0.26
19 H 0.364 5.519 -0.557  0.37
20 H -1.824 5.429 -1.747  0.40
21 H -2.588 3.235 -2.672  0.41
22 H -1.173 1.229 -2.277  0.55
23 Cl -0.581 1.419 2.296  -0.23
24 C -1.314 -0.165 2.466  0.82
25 C -1.718 -0.561 3.729  -0.67
26 C -2.305 -1.806 3.895  -0.35
27 C -2.487 -2.624 2.788  -0.91
28 C -2.073 -2.199 1.533  -0.27
29 C -1.462 -0.962 1.338  0.77
30 C -1.041 -0.519 -0.033  -1.96
31 H -1.566 0.102 4.570  0.42
32 H -2.619 -2.128 4.879  0.36
33 H -2.952 -3.596 2.899  0.39
34 H -2.212 -2.841 0.673  0.52
35 H -1.591 0.386 -0.304  0.69
36 H -1.265 -1.297 -0.758  0.33
37 Te 1.811 -2.229 0.027  0.06
38 C 0.290 -3.616 -0.355  -0.05
39 C -0.104 -4.640 0.462  -0.38
40 C -1.142 -5.446 -0.098  -0.47
41 C -1.526 -5.011 -1.331  -0.45
42 S -0.562 -3.694 -1.845  -0.17
43 H 0.314 -4.787 1.448  0.42
44 H -1.597 -6.288 0.406  0.36
45 H -2.295 -5.418 -1.968  0.40

Cartesian forces (eV/Å) of the 6 atoms listed first:
Pd -0.117 -0.108 -0.260
C 0.052 0.030 -0.080
C -0.089 -0.023 0.194
O 0.221 0.043 -0.057
N -0.079 -0.032 -0.085
C 0.009 0.033 0.038

E_LUMO = 0.0 eV
Orbital gap = 6.63 eV

***

Formula: C3H8NO2
Source: the OMol25 dataset
Level of theory: ωB97M-V/def2-TZVPD

Each line ends with the Mulliken charge.
Element x y z (Å)
1 C -1.849 -0.134 0.235  -0.37
2 C -0.392 0.506 -0.261  0.19
3 C 1.656 -0.775 -0.415  -0.66
4 N 0.670 -0.170 0.526  -0.22
5 O -1.715 0.354 1.487  -0.54
6 O -0.054 1.639 -0.645  -0.32
7 H -2.578 0.342 -0.545  0.32
8 H -1.834 -1.321 0.225  0.29
9 H 2.165 -1.586 0.079  0.37
10 H 1.011 -0.962 -1.308  0.30
11 H 2.323 0.104 -0.620  0.32
12 H 1.123 0.611 1.115  0.40
13 H 0.115 -0.816 1.246  0.47
14 H -0.641 2.209 -1.117  0.43

Cartesian forces (eV/Å) of the 6 atoms listed first:
C -0.356 -0.182 -0.392
C -2.670 -3.243 2.648
C -0.357 1.917 -0.780
N -0.874 1.312 2.913
O 1.011 -0.025 -2.757
O 2.065 0.996 0.700

Total charge = +1
E_LUMO (spin up / spin down) = -5.4 / -5.4 eV
Orbital gap (spin up / spin down) = 8.52 / 8.53 eV

***

Formula: C36H63N9PSi2Ti
Source: the OMol25 dataset
Level of theory: ωB97M-V/def2-TZVPD

Each line ends with the Mulliken charge.
Element x y z (Å)
1 Ti 1.106 0.386 0.416  -0.37
2 C 5.346 -0.397 0.626  -1.43
3 Si 3.844 -0.880 1.629  0.43
4 C 3.011 -2.277 0.689  -0.82
5 C 4.229 -1.344 3.381  -1.21
6 N 2.604 0.396 1.512  0.91
7 C 2.621 1.634 2.197  0.56
8 C 3.708 2.123 2.918  -0.98
9 C 3.603 3.315 3.616  -1.12
10 C 2.415 4.033 3.595  -0.91
11 C 1.334 3.574 2.856  -0.80
12 C 1.427 2.383 2.144  1.08
13 N 0.374 1.832 1.352  1.06
14 Si -1.342 2.066 1.769  0.86
15 C -2.219 1.105 0.395  -0.48
16 C -1.930 3.843 1.706  -1.76
17 C -1.782 1.356 3.427  -1.05
18 H 6.223 -0.903 1.039  0.43
19 H 5.572 0.674 0.645  0.43
20 H 5.264 -0.726 -0.414  0.35
21 H 3.762 -3.026 0.421  0.62
22 H 2.559 -1.942 -0.253  0.10
23 H 2.250 -2.790 1.280  0.12
24 H 4.230 -2.430 3.496  0.42
25 H 3.516 -0.924 4.094  0.30
26 H 5.220 -0.985 3.666  0.44
27 H 4.633 1.556 2.945  0.40
28 H 4.449 3.682 4.182  0.47
29 H 2.324 4.951 4.161  0.49
30 H 0.412 4.142 2.837  0.31
31 H -1.568 0.857 -0.447  -0.62
32 H -3.060 1.680 0.000  0.65
33 H -2.638 0.171 0.780  0.39
34 H -1.247 4.532 1.204  0.38
35 H -2.074 4.224 2.720  0.54
36 H -2.903 3.890 1.210  0.49
37 H -1.975 0.284 3.391  0.13
38 H -2.690 1.843 3.789  0.56
39 H -1.001 1.542 4.170  0.34
40 C -0.721 -4.715 4.884  -1.58
41 C -1.767 -4.026 3.990  1.70
42 C -2.481 -5.084 3.147  -2.01
43 C -2.804 -3.296 4.866  -1.57
44 C -1.076 -2.981 3.136  0.02
45 C -0.268 -2.003 3.725  -1.03
46 C 0.332 -1.043 2.951  -2.00
47 N 0.203 -1.012 1.611  2.06
48 C -0.543 -1.965 1.016  -0.23
49 C -1.203 -2.930 1.746  -0.26
50 C -0.521 -1.918 -0.468  -0.24
51 C -1.152 -2.842 -1.264  -0.77
52 C -1.026 -2.802 -2.658  0.69
53 C -0.256 -1.762 -3.179  -1.34
54 C 0.333 -0.850 -2.333  -1.06
55 N 0.222 -0.911 -0.996  1.29
56 C -1.680 -3.866 -3.517  1.66
57 C -3.185 -3.918 -3.198  -1.57
58 C -1.027 -5.217 -3.166  -1.51
59 C -1.494 -3.598 -5.010  -2.07
60 H -1.189 -5.550 5.404  0.48
61 H -0.317 -4.041 5.641  0.37
62 H 0.106 -5.112 4.291  0.35
63 H -2.934 -5.819 3.811  0.45
64 H -1.786 -5.618 2.494  0.44
65 H -3.287 -4.654 2.547  0.42
66 H -3.312 -4.023 5.500  0.46
67 H -3.558 -2.801 4.249  0.36
68 H -2.338 -2.551 5.512  0.38
69 H -0.114 -1.981 4.795  0.61
70 H 0.941 -0.266 3.393  0.71
71 H -1.812 -3.665 1.242  0.67
72 H -1.741 -3.624 -0.808  0.63
73 H -0.104 -1.665 -4.245  0.61
74 H 0.927 -0.033 -2.725  0.39
75 H -3.383 -4.234 -2.173  0.33
76 H -3.663 -4.639 -3.861  0.47
77 H -3.656 -2.947 -3.361  0.37
78 H -1.163 -5.478 -2.115  0.36
79 H 0.043 -5.203 -3.384  0.37
80 H -1.484 -6.003 -3.768  0.46
81 H -1.937 -2.645 -5.311  0.41
82 H -1.995 -4.383 -5.575  0.44
83 H -0.441 -3.615 -5.300  0.39
84 N 2.880 1.165 -2.411  -0.77
85 N 2.765 1.316 -0.982  -0.52
86 H 3.189 0.216 -2.593  0.21
87 H 3.614 1.775 -2.763  0.28
88 H 2.575 2.300 -0.799  0.32
89 H 3.651 1.109 -0.524  0.11
90 C -2.454 4.573 -3.687  -0.77
91 N -1.364 5.355 -2.936  0.08
92 C -0.217 5.628 -3.923  -0.77
93 N 0.250 4.409 -4.479  0.24
94 C -0.820 3.693 -5.165  -0.95
95 N -1.913 3.385 -4.245  0.22
96 C -1.549 2.380 -3.251  -1.43
97 P -0.138 2.918 -2.140  1.36
98 C -0.876 4.594 -1.737  -1.53
99 C 0.960 3.565 -3.522  -1.26
100 H -2.825 5.231 -4.472  0.36
101 H -3.254 4.360 -2.980  0.38
102 H -1.754 6.247 -2.627  0.36
103 H 0.569 6.143 -3.373  0.39
104 H -0.610 6.288 -4.695  0.36
105 H -0.427 2.766 -5.577  0.37
106 H -1.198 4.303 -5.986  0.30
107 H -1.264 1.461 -3.766  0.53
108 H -2.418 2.149 -2.632  0.47
109 H -0.128 5.202 -1.228  0.46
110 H -1.716 4.457 -1.056  0.50
111 H 1.396 2.718 -4.050  0.40
112 H 1.782 4.137 -3.083  0.50

Cartesian forces (eV/Å) of the 6 atoms listed first:
Ti 1.083 1.432 0.160
C 0.070 0.178 0.099
Si -0.045 -0.483 -0.384
C 0.032 -0.066 0.174
C 0.043 0.219 0.127
N -0.099 0.098 0.399

Total charge = +3
E_LUMO = -8.3 eV
Orbital gap = 6.80 eV

***

Formula: C12H27Cl2IrN2OP2S
Source: the OMol25 dataset
Level of theory: ωB97M-V/def2-TZVPD

Each line ends with the Mulliken charge.
Element x y z (Å)
1 C -1.318 0.050 -4.287  -1.08
2 C -0.967 -0.629 -3.097  0.70
3 H -2.279 0.387 -4.375  0.43
4 H -0.915 -0.678 -5.037  0.38
5 H -0.601 0.949 -4.225  0.28
6 O -1.514 -0.969 -2.026  -0.56
7 Cl 0.770 -0.653 -3.634  -0.13
8 Ir 0.074 0.117 1.101  0.50
9 P 0.419 -2.216 -0.653  0.85
10 C -0.647 -3.312 0.337  -0.90
11 C 0.244 -3.252 -2.227  -1.33
12 H 0.486 -4.344 -2.132  0.51
13 H 2.288 -3.918 -0.485  0.43
14 H 0.903 -2.870 -3.051  0.47
15 H 2.838 -2.263 -0.823  0.38
16 H -1.700 -3.121 0.059  0.35
17 H -0.797 -3.229 -2.652  0.42
18 C 2.123 -2.861 -0.247  -1.20
19 H -0.452 -4.397 0.203  0.45
20 H 2.312 -2.698 0.815  0.38
21 H -0.523 -3.060 1.402  0.09
22 P 0.141 2.103 -0.764  0.89
23 C -0.930 3.175 0.216  -1.32
24 C 1.786 2.961 -0.578  -1.28
25 H 0.473 2.515 -3.242  0.40
26 H -0.324 3.935 -2.521  0.52
27 H -1.282 2.474 -2.805  0.41
28 C -0.270 2.803 -2.443  -1.33
29 H 2.536 2.381 -1.127  0.39
30 H 1.816 3.991 -0.953  0.42
31 H -0.973 4.241 -0.114  0.49
32 H -0.597 3.163 1.280  0.27
33 H 2.057 2.966 0.480  0.42
34 H -1.970 2.768 0.174  0.44
35 Cl 2.423 0.282 1.322  -0.27
36 C 0.320 -1.483 3.390  -0.65
37 N -0.194 -0.100 3.528  0.05
38 C 0.015 0.706 4.596  0.01
39 C -0.658 1.899 4.356  -0.49
40 N -1.270 1.789 3.136  0.02
41 C -1.019 0.470 2.579  -0.06
42 S -2.151 -0.250 1.400  0.03
43 H -0.508 -2.202 3.361  0.37
44 H 0.938 -1.598 2.475  0.09
45 H 0.955 -1.632 4.236  0.39
46 H 0.586 0.365 5.440  0.50
47 H -0.818 2.781 4.979  0.47
48 H -1.829 2.461 2.635  0.37

Cartesian forces (eV/Å) of the 6 atoms listed first:
C 0.452 1.367 -1.538
C -0.334 -0.550 3.576
H -2.712 0.427 -0.497
H -1.186 1.258 -0.300
H -1.634 -1.215 -0.882
O 2.555 1.148 -3.377

Multiplicity = 6
Total charge = +3
⟨S²⟩ = 8.79
E_LUMO (spin up / spin down) = -9.9 / -13.6 eV
Orbital gap (spin up / spin down) = 8.26 / 5.60 eV

***

Formula: C3H8O3S2
Source: the OMol25 dataset
Level of theory: ωB97M-V/def2-TZVPD

Each line ends with the Mulliken charge.
Element x y z (Å)
1 C -0.933 0.765 0.560  -1.34
2 C 0.871 -0.742 -0.618  -0.59
3 C 0.469 0.665 0.072  0.51
4 O 3.117 -1.133 1.278  -0.50
5 O 1.344 0.980 1.172  -0.57
6 O 2.218 -0.555 -1.072  -0.30
7 S 4.260 1.290 0.013  -0.35
8 S 3.393 -0.415 0.076  0.70
9 H -0.787 0.194 1.500  0.33
10 H -1.269 1.677 0.863  0.39
11 H -1.465 0.259 -0.204  0.35
12 H 0.816 -1.604 0.090  0.32
13 H 0.559 -0.873 -1.598  0.37
14 H 0.663 1.318 -0.787  0.24
15 H 1.996 1.701 1.074  0.28
16 H 4.288 -1.264 -0.548  0.15

Cartesian forces (eV/Å) of the 6 atoms listed first:
C 2.246 -3.494 0.769
C 1.040 1.503 3.220
C 1.518 0.641 -1.422
O -0.737 -0.005 0.574
O -0.228 -0.406 -0.204
O 2.215 0.187 1.689

SMILES = C[C@@H](O)CO[S@H](=O)=S
E_LUMO = 0.5 eV
Orbital gap = 10.13 eV

***

Results for calculated total energy: -2174.4600; -323.9265; -3671.5462; -2762.5069; -1141.0931 (in a.u., following the order of the records).
Results for ΔE to the lowest compared entry with this formula, charge and spin: 7.7; 126.0; 24.4; 95.5; 83.0 (in kcal per mole, following the order of the records).